Entry A
# C4H10N2O

A gas-phase ion, C4H10N2O (charge -1) (ωB97M-V/def2-TZVPD, OMol25).

Cartesian coordinates (Å):
O  -1.039  1.548  -1.797
N  -0.942  0.694  1.597
N  1.706  -2.429  -0.136
C  1.178  -1.268  0.675
C  0.472  -0.100  -0.292
C  -0.772  0.445  0.222
C  -1.023  1.662  -0.555
H  -1.116  2.630  -0.070
H  2.187  -1.993  -0.883
H  1.484  -3.422  -0.187
H  0.453  -1.696  1.428
H  -1.086  -0.171  2.039
H  -0.256  1.350  2.042
H  -1.592  -0.212  0.031
H  1.414  0.345  -0.664
H  0.321  -0.609  -1.217
H  2.019  -0.884  1.320

- orbital gap (spin up / spin down) (eV) = 3.363 / 7.299
- LUMO (spin up / spin down) (eV) = 4.20 / 4.00
- 2S+1 = 2
- charge = -1
- HOMO energy (spin up / spin down) (eV) = 0.84 / -3.30

Atomic partial charges in e from the natural (NBO) method, atoms 1 to 4:
1. O -0.771
2. N -0.853
3. N -0.933
4. C -0.238

***

Entry B
# C4H10N2O

A gas-phase ion, C4H10N2O (charge -1) (ωB97M-V/def2-TZVPD, OMol25).

Cartesian coordinates (Å):
O  -0.446  -2.545  0.185
N  1.378  2.021  -1.419
N  -0.331  0.479  -0.647
C  -0.015  1.805  -1.154
C  -0.973  -1.863  1.161
C  -0.391  -0.526  1.591
C  0.500  0.042  0.481
H  -0.135  -0.130  -1.439
H  -0.346  2.451  -0.321
H  1.800  2.919  -1.563
H  0.251  -0.705  2.479
H  -0.709  2.104  -1.945
H  -1.177  0.202  1.825
H  1.284  -0.672  0.259
H  0.910  0.962  0.911
H  -1.903  -2.180  1.663
H  1.890  1.244  -1.797

- orbital gap (spin up / spin down) (eV) = 3.027 / 6.510
- LUMO (spin up / spin down) (eV) = 3.80 / 3.79
- 2S+1 = 2
- charge = -1
- HOMO energy (spin up / spin down) (eV) = 0.78 / -2.72

Atomic partial charges in e from the natural (NBO) method, atoms 1 to 4:
1. O -0.834
2. N -0.903
3. N -0.612
4. C -0.041

***

The structure with the greatest stability is entry B.

***

Entry A
# C4H11NS

2 unconnected molecules or ions with the total composition C4H11NS (ωB97M-V/def2-TZVPD, OMol25).

Cartesian coordinates (Å):
S  -1.984  -1.889  1.128
N  -1.251  0.928  0.004
C  0.999  1.039  -0.964
C  -0.763  -1.628  2.463
C  2.028  0.493  -1.909
C  -0.273  0.685  -1.002
H  -0.687  0.095  -1.815
H  -1.030  -0.715  2.988
H  1.540  0.018  -2.761
H  2.681  1.280  -2.289
H  0.215  -1.544  1.997
H  -0.954  1.673  0.626
H  1.334  1.771  -0.235
H  -2.120  1.215  -0.435
H  2.648  -0.266  -1.430
H  -1.652  -0.694  0.481
H  -0.732  -2.462  3.155

- orbital gap (eV) = 9.109
- LUMO (eV) = 0.90
- 2S+1 = 1
- SMILES = C/C=C/N.CS
- charge = 0
- HOMO energy (eV) = -8.21

Atomic partial charges in e from the natural (NBO) method, atoms 1 to 4:
1. S -0.158
2. N -0.811
3. C -0.252
4. C -0.723

***

Entry B
# C4H11NS

2 unconnected molecules or ions with the total composition C4H11NS (ωB97M-V/def2-TZVPD, OMol25).

Cartesian coordinates (Å):
S  -1.095  2.356  -0.168
N  1.170  -3.263  0.256
C  0.539  -1.944  1.059
C  -0.050  -0.302  1.074
C  0.395  -0.924  -0.148
C  -0.035  1.737  -1.462
H  0.484  -3.723  -0.359
H  1.586  -1.943  1.349
H  0.426  0.580  1.543
H  1.332  -0.463  -0.435
H  1.687  -2.904  -0.553
H  -0.535  0.945  -2.005
H  -0.405  -0.907  -0.887
H  -0.154  -2.433  1.739
H  1.004  1.596  -1.174
H  0.130  2.525  -2.198
H  -1.052  -0.284  1.479

- orbital gap (eV) = 5.306
- LUMO (eV) = -1.62
- 2S+1 = 1
- charge = 0
- HOMO energy (eV) = -6.93

Atomic partial charges in e from the natural (NBO) method, atoms 1 to 4:
1. S -0.334
2. N -0.748
3. C -0.362
4. C -0.242

***

The structure with the greatest stability is entry A.

***

Entry A
# C4H11NS

2 unconnected molecules or ions with the total composition C4H11NS (ωB97M-V/def2-TZVPD, OMol25).

Cartesian coordinates (Å):
S  1.456  -2.125  -0.046
N  -2.509  0.194  -0.419
C  -2.447  1.533  -0.214
C  -1.691  2.273  0.665
C  2.166  0.660  -0.039
C  1.028  -0.324  0.234
H  -1.747  -0.320  -0.848
H  2.802  -1.822  -0.232
H  -1.790  3.371  0.771
H  1.781  1.692  0.162
H  -3.303  0.123  -1.112
H  0.079  -0.063  -0.406
H  -0.845  1.953  1.181
H  -3.321  2.072  -0.671
H  2.990  0.411  0.653
H  2.617  0.610  -1.026
H  0.666  -0.238  1.314

- orbital gap (eV) = 9.397
- LUMO (eV) = 0.89
- 2S+1 = 1
- SMILES = C=CN.CCS
- charge = 0
- HOMO energy (eV) = -8.51

Atomic partial charges in e from the natural (NBO) method, atoms 1 to 4:
1. S -0.070
2. N -0.810
3. C 0.004
4. C -0.504

***

Entry B
# C4H11NS

2 unconnected molecules or ions with the total composition C4H11NS (ωB97M-V/def2-TZVPD, OMol25).

Cartesian coordinates (Å):
S  -1.007  1.397  -0.945
N  2.060  -1.411  1.409
C  -1.011  -0.143  -1.922
C  2.116  -0.143  1.456
C  1.520  -2.075  2.556
C  -2.183  2.394  -1.855
H  -1.059  0.009  -3.003
H  -1.903  2.515  -2.896
H  -2.277  3.294  -1.266
H  2.917  0.356  0.907
H  -1.624  -0.876  -1.428
H  0.755  -1.480  3.085
H  1.484  0.428  2.150
H  1.034  -3.000  2.230
H  -3.098  1.778  -1.885
H  -0.024  -0.617  -1.840
H  2.300  -2.425  3.247

- orbital gap (eV) = 9.435
- LUMO (eV) = 1.03
- 2S+1 = 1
- SMILES = C=NC.CSC
- charge = 0
- HOMO energy (eV) = -8.41

Atomic partial charges in e from the natural (NBO) method, atoms 1 to 4:
1. S 0.169
2. N -0.400
3. C -0.764
4. C -0.052

***

The structure with the greatest stability is entry A.

***

Entry A
# C4H11NS

2 unconnected molecules or ions with the total composition C4H11NS (ωB97M-V/def2-TZVPD, OMol25).

Cartesian coordinates (Å):
S  -1.576  -1.371  0.329
N  1.780  0.953  -2.067
C  2.108  0.565  0.499
C  1.102  1.619  0.330
C  -2.846  -0.635  1.379
C  1.368  0.107  -0.773
H  -2.783  -0.957  2.373
H  1.151  0.684  -2.883
H  0.359  -0.040  -0.786
H  1.615  1.975  -2.020
H  0.053  1.497  0.500
H  1.588  2.662  0.448
H  1.843  -0.796  -1.110
H  -2.759  0.466  1.422
H  1.981  -0.050  1.374
H  3.215  0.691  0.311
H  -3.907  -0.816  0.959

- orbital gap (eV) = 3.947
- LUMO (eV) = -2.60
- 2S+1 = 1
- charge = 0
- HOMO energy (eV) = -6.55

Atomic partial charges in e from the natural (NBO) method, atoms 1 to 4:
1. S -0.452
2. N -0.853
3. C -0.471
4. C -0.057

***

Entry B
# C4H11NS

2 unconnected molecules or ions with the total composition C4H11NS (ωB97M-V/def2-TZVPD, OMol25).

Cartesian coordinates (Å):
S  0.789  -1.622  -2.091
N  -0.855  3.007  2.178
C  -2.127  2.436  2.404
C  -2.393  1.033  2.390
C  2.278  -2.549  -1.841
C  0.826  -0.353  -0.806
H  -2.873  3.133  2.926
H  0.326  -0.822  0.182
H  2.562  -3.283  -2.571
H  -0.313  2.194  2.100
H  -1.565  0.351  2.489
H  0.357  0.593  -0.555
H  3.201  -1.952  -1.617
H  1.876  -0.020  -0.809
H  2.289  -3.041  -0.833
H  -3.382  0.707  2.608
H  -0.626  3.635  1.407

- orbital gap (eV) = 9.251
- LUMO (eV) = 0.80
- 2S+1 = 1
- SMILES = C=CN.CSC
- charge = 0
- HOMO energy (eV) = -8.45

Atomic partial charges in e from the natural (NBO) method, atoms 1 to 4:
1. S 0.225
2. N -0.835
3. C 0.019
4. C -0.518

***

The structure with the greatest stability is entry B.

***

Entry A
# C4H11NS

A single C4H11NS molecule (ωB97M-V/def2-TZVPD, OMol25).

Cartesian coordinates (Å):
S  -0.927  -2.000  0.388
N  -0.503  1.968  -0.559
C  0.839  -0.092  -0.562
C  0.309  1.063  0.299
C  1.479  1.819  0.954
C  -0.253  -1.098  -1.010
H  1.140  2.595  1.625
H  2.176  1.949  0.117
H  1.740  -0.494  -0.094
H  1.107  0.435  -1.487
H  -2.065  -1.349  0.397
H  1.999  1.025  1.507
H  -0.083  2.882  -0.638
H  -1.370  2.159  -0.070
H  -0.983  -0.453  -1.498
H  0.204  -1.736  -1.760
H  -0.360  0.679  1.075

- orbital gap (eV) = 9.822
- LUMO (eV) = 0.91
- 2S+1 = 1
- SMILES = C[C@@H](N)CCS
- charge = 0
- HOMO energy (eV) = -8.92

Atomic partial charges in e from the natural (NBO) method, atoms 1 to 4:
1. S -0.036
2. N -0.857
3. C -0.412
4. C -0.050

***

Entry B
# C4H11NS

A single C4H11NS molecule (ωB97M-V/def2-TZVPD, OMol25).

Cartesian coordinates (Å):
S  2.623  -0.421  -1.236
N  -0.783  -0.468  0.796
C  0.339  1.415  -0.494
C  0.187  -0.052  -0.225
C  -2.150  0.063  0.860
C  1.472  -0.763  0.113
H  1.328  -1.759  0.446
H  2.720  -1.664  -1.597
H  1.906  -0.311  1.033
H  -0.118  -0.489  -1.214
H  -0.964  -1.532  0.778
H  -2.868  -0.371  0.117
H  -0.638  1.881  -0.678
H  0.822  1.304  -1.525
H  -2.295  1.174  0.623
H  -2.429  -0.039  1.910
H  0.848  2.033  0.293

- orbital gap (eV) = 9.617
- LUMO (eV) = 0.90
- 2S+1 = 1
- SMILES = CN[C@@H](C)CS
- charge = 0
- HOMO energy (eV) = -8.72

Atomic partial charges in e from the natural (NBO) method, atoms 1 to 4:
1. S -0.034
2. N -0.643
3. C -0.647
4. C -0.056

***

The structure with the greatest stability is entry A.

***

Entry A
# C4H11NS

3 unconnected molecules or ions with the total composition C4H11NS (ωB97M-V/def2-TZVPD, OMol25).

Cartesian coordinates (Å):
S  0.925  1.745  1.101
N  -1.322  -1.648  0.286
C  -1.462  -1.180  1.644
C  -0.290  -0.654  -1.975
C  0.915  -0.739  -1.063
C  0.427  0.676  -1.676
H  -0.032  2.073  1.861
H  1.733  -1.298  -1.505
H  -1.793  -1.926  2.421
H  -1.308  -0.655  -1.638
H  -1.470  -2.683  0.428
H  -0.117  1.396  -1.057
H  1.343  1.150  -2.088
H  -0.059  -1.212  -2.875
H  -0.361  -0.980  1.371
H  0.958  -0.627  0.010
H  -1.971  -0.239  1.868

- orbital gap (eV) = 4.333
- LUMO (eV) = -3.36
- 2S+1 = 1
- charge = 0
- HOMO energy (eV) = -7.69

Atomic partial charges in e from the natural (NBO) method, atoms 1 to 4:
1. S -0.487
2. N -0.367
3. C -0.440
4. C -0.415

***

Entry B
# C4H11NS

2 unconnected molecules or ions with the total composition C4H11NS (ωB97M-V/def2-TZVPD, OMol25).

Cartesian coordinates (Å):
S  -2.832  -0.678  -0.257
N  1.177  0.082  0.291
C  -1.213  1.485  -0.106
C  2.167  -0.560  -0.597
C  -0.031  -0.621  0.500
C  -1.108  0.132  -0.304
H  -2.673  -1.357  1.479
H  3.187  0.007  -0.193
H  -0.294  2.048  0.476
H  2.456  -1.624  -0.492
H  -1.716  1.865  -1.090
H  2.064  0.147  1.075
H  -0.872  -0.211  -1.427
H  2.011  -0.329  -1.769
H  0.127  -1.647  0.265
H  -1.991  1.796  0.640
H  -0.458  -0.536  1.509

- orbital gap (eV) = 8.839
- LUMO (eV) = -0.12
- 2S+1 = 1
- charge = 0
- HOMO energy (eV) = -8.96

Atomic partial charges in e from the natural (NBO) method, atoms 1 to 4:
1. S -0.075
2. N -0.648
3. C -0.690
4. C -0.419

***

Entry C
# C4H11NS

A single C4H11NS molecule (ωB97M-V/def2-TZVPD, OMol25).

Cartesian coordinates (Å):
S  -2.871  -0.260  0.520
N  1.708  1.060  -0.058
C  -1.221  0.186  1.199
C  0.861  0.446  -1.159
C  -0.115  -0.980  0.790
C  0.368  -0.970  -0.643
H  -0.490  -1.133  -1.279
H  2.444  0.376  0.142
H  2.048  1.962  -0.362
H  -2.887  0.652  -0.411
H  1.346  0.369  -2.152
H  -1.315  0.389  2.320
H  -1.101  1.177  0.787
H  0.034  1.152  -1.239
H  1.166  -1.639  -0.903
H  0.672  -0.860  1.546
H  -0.649  -1.926  0.900

- orbital gap (eV) = 9.823
- LUMO (eV) = 0.95
- 2S+1 = 1
- SMILES = NCCCCS
- charge = 0
- HOMO energy (eV) = -8.88

Atomic partial charges in e from the natural (NBO) method, atoms 1 to 4:
1. S -0.065
2. N -0.856
3. C -0.511
4. C -0.210

***

Entry D
# C4H11NS

A single C4H11NS molecule (ωB97M-V/def2-TZVPD, OMol25).

Cartesian coordinates (Å):
S  -2.251  2.014  0.533
N  0.419  -1.097  0.427
C  -0.252  0.141  0.006
C  -0.163  0.393  -1.581
C  -1.645  0.248  0.665
C  1.882  -1.020  0.707
H  -0.640  1.352  -1.727
H  0.367  0.900  0.440
H  2.299  -2.000  0.642
H  0.197  -2.101  0.150
H  2.229  -0.630  1.637
H  -2.375  -0.342  0.153
H  0.902  0.254  -1.934
H  2.516  -0.489  -0.138
H  -1.073  2.678  0.150
H  -1.582  0.065  1.872
H  -0.829  -0.364  -2.001

- orbital gap (eV) = 9.465
- LUMO (eV) = 0.97
- 2S+1 = 1
- SMILES = CN[C@@H](C)CS
- charge = 0
- HOMO energy (eV) = -8.49

Atomic partial charges in e from the natural (NBO) method, atoms 1 to 4:
1. S -0.093
2. N -0.680
3. C -0.042
4. C -0.631

***

The structure with the greatest stability is entry C.